ORCA calculation (ωB97M-V/def2-TZVPD) on a 2-piece molecular cluster, C32H35BrN3O4S overall at a distorted geometry.

Last columns: bonded neighbours and bond lengths (Å).
Cartesian coordinates (Å):
1 C -2.1371 4.6325 3.4020  S2 1.859, H14 1.102, H15 1.092, H16 1.100
2 S -1.8013 3.6480 1.8608  C1 1.859, C3 1.848, C4 1.714
3 C -2.3420 4.9830 0.7030  S2 1.848, H17 1.101, H18 1.096, H19 1.092
4 C -0.0984 3.7991 1.7328  S2 1.714, C5 1.428, H20 1.087
5 C 0.8499 2.7323 1.6918  C4 1.428, C6 1.512, O13 1.251
6 C 2.2941 3.0729 1.9826  C5 1.512, C7 1.407, C12 1.411
7 C 2.7365 4.4060 2.0575  C6 1.407, C8 1.401, H21 1.088
8 C 4.0908 4.7215 2.2247  C7 1.401, C9 1.402, H22 1.087
9 C 5.0467 3.6969 2.2686  C8 1.402, Br10 1.891, C11 1.408
10 Br 6.8805 4.1267 2.4330  C9 1.891
11 C 4.6175 2.3559 2.2544  C9 1.408, C12 1.402, H23 1.084
12 C 3.2566 2.0493 2.1157  C6 1.411, C11 1.402, H24 1.091
13 O 0.5380 1.5573 1.3982  C5 1.251
14 H -3.2258 4.6339 3.5698  C1 1.102
15 H -1.6350 4.1116 4.2205  C1 1.092
16 H -1.7597 5.6584 3.2787  C1 1.100
17 H -3.4281 4.8320 0.6034  C3 1.101
18 H -2.1148 5.9720 1.1176  C3 1.096
19 H -1.8388 4.8346 -0.2550  C3 1.092
20 H 0.2132 4.8356 1.8312  C4 1.087
21 H 2.0236 5.2237 1.9717  C7 1.088
22 H 4.3962 5.7617 2.2999  C8 1.087
23 H 5.3643 1.5747 2.3400  C11 1.084
24 H 2.9334 1.0074 2.0934  C12 1.091
25 C -0.4147 -5.6705 -1.7128  N26 1.441, H53 1.090, H54 1.091, H55 1.092
26 N -0.2098 -4.4282 -1.0125  C25 1.441, C27 1.366, C50 1.460
27 C 0.6144 -4.3322 0.0725  N26 1.366, O28 1.227, C29 1.530
28 O 1.2052 -5.2601 0.6164  C27 1.227
29 C 0.6149 -2.8675 0.5165  C27 1.530, C30 1.532, N37 1.466, H56 1.113
30 C 1.9685 -2.1549 0.4374  C29 1.532, C31 1.511, H57 1.103, H58 1.101
31 C 2.9851 -2.7522 1.3826  C30 1.511, C32 1.401, C36 1.400
32 C 4.1521 -3.3359 0.8736  C31 1.401, C33 1.396, H59 1.096
33 C 4.9786 -4.0672 1.7289  C32 1.396, C34 1.399, H60 1.091
34 C 4.6849 -4.1381 3.0949  C33 1.399, C35 1.399, H61 1.089
35 C 3.5841 -3.4485 3.6155  C34 1.399, C36 1.398, H62 1.089
36 C 2.7425 -2.7301 2.7617  C31 1.400, C35 1.398, H63 1.097
37 N -0.3646 -2.2673 -0.3949  C29 1.466, C38 1.346, C50 1.477
38 C -0.6574 -0.9578 -0.2880  N37 1.346, C39 1.383, H64 1.096
39 C -1.5289 -0.3297 -1.1589  C38 1.383, C40 1.386, H65 1.087
40 C -1.8910 1.0073 -1.1241  C39 1.386, C41 1.449, H66 1.089
41 C -2.8554 1.5426 -2.0631  C40 1.449, C42 1.426, C49 1.425
42 C -3.4605 0.7241 -3.0615  C41 1.426, C43 1.413, H67 1.088
43 C -4.3695 1.2542 -4.0038  C42 1.413, N44 1.422, C47 1.404
44 N -4.9401 0.4229 -5.0072  C43 1.422, O45 1.257, O46 1.253
45 O -5.7281 0.9581 -5.8269  N44 1.257
46 O -4.6553 -0.7968 -5.0570  N44 1.253
47 C -4.7282 2.6115 -3.9849  C43 1.404, C48 1.397, H68 1.090
48 C -4.1644 3.4213 -2.9960  C47 1.397, C49 1.398, H69 1.090
49 C -3.2661 2.9076 -2.0559  C41 1.425, C48 1.398, H70 1.092
50 C -0.8908 -3.2000 -1.4118  N26 1.460, N37 1.477, C51 1.537, C52 1.536
51 C -0.4901 -2.8483 -2.8538  C50 1.537, H71 1.098, H72 1.098, H73 1.092
52 C -2.4107 -3.4139 -1.3460  C50 1.536, H74 1.097, H75 1.092, H76 1.098
53 H 0.1821 -6.4648 -1.2652  C25 1.090
54 H -1.4688 -5.9506 -1.6770  C25 1.091
55 H -0.1312 -5.5567 -2.7607  C25 1.092
56 H 0.2273 -2.8223 1.5588  C29 1.113
57 H 2.3295 -2.2015 -0.6035  C30 1.103
58 H 1.8016 -1.0978 0.6953  C30 1.101
59 H 4.3718 -3.2435 -0.1957  C32 1.096
60 H 5.8386 -4.5969 1.3170  C33 1.091
61 H 5.3192 -4.7267 3.7561  C34 1.089
62 H 3.3616 -3.4832 4.6807  C35 1.089
63 H 1.8824 -2.1720 3.1514  C36 1.097
64 H -0.1800 -0.3893 0.5179  C38 1.096
65 H -1.9572 -0.9489 -1.9428  C39 1.087
66 H -1.4238 1.6431 -0.3738  C40 1.089
67 H -3.2493 -0.3403 -3.1443  C42 1.088
68 H -5.4269 2.9861 -4.7327  C47 1.090
69 H -4.4466 4.4735 -2.9780  C48 1.090
70 H -2.8546 3.5624 -1.2850  C49 1.092
71 H 0.6028 -2.8187 -2.9502  C51 1.098
72 H -0.8858 -3.6136 -3.5338  C51 1.098
73 H -0.8905 -1.8833 -3.1718  C51 1.092
74 H -2.6936 -3.8048 -0.3605  C52 1.097
75 H -2.9652 -2.4903 -1.5241  C52 1.092
76 H -2.7082 -4.1380 -2.1153  C52 1.098

## Properties
Frontier orbital gap, eV: 5.583
Total charge: +1
LUMO energy, eV: -4.85
Relative energy (zero: lowest compared OMol25 entry of this formula, charge and spin), kJ/mol: 2.4
Largest force on an atom, eV/Å: 4.24
E_HOMO, eV: -10.436

Just the Löwdin charges please, in e? Sure, here they are: -0.2352 1.0158 -0.2639 -0.3697 -0.4622 -0.1436 -0.0278 -0.1124 -0.6865 0.7538 -0.1040 -0.0092 -0.0662 0.0598 0.0621 0.0620 0.0569 0.0629 0.0456 0.0515 0.0973 0.1029 0.1009 0.1056 0.0000 -0.0364 -0.3634 0.1043 -0.1425 -0.0803 -0.2400 -0.0362 -0.0679 -0.0754 -0.0686 -0.0440 0.0712 0.0501 -0.0440 0.0741 -0.1651 0.0893 -0.1326 -0.3084 0.0768 0.0695 0.0431 -0.0283 0.0119 -0.4509 0.0175 0.0172 0.1054 0.0950 0.0948 0.1776 0.1343 0.1103 0.1162 0.1087 0.1065 0.1066 0.1175 0.1304 0.0575 0.1048 0.1101 0.1327 0.1204 0.0713 0.1069 0.0966 0.0767 0.1103 0.0746 0.0975